Record 1
6
Properties=species:S:1:pos:R:3:forces:R:3 method="wB97M-V/def2-TZVPD" homo_ev=-2.4496 charge=-1 multiplicity=1 gap_ev=6.15
O -1.6623 0.1767 0.5599 -0.86 -2.54 -2.61
H -1.9984 -0.5065 -0.1354 -0.32 1.82 1.84
S 2.3140 -0.3390 0.9551 -0.14 -0.11 -0.55
S 1.4383 -0.1499 -0.9863 0.28 -0.22 0.73
H -0.7692 -0.0805 0.2912 1.20 0.66 0.86
H 0.6776 0.8993 -0.6846 -0.16 0.38 -0.27

Record 2
48
Properties=species:S:1:pos:R:3:forces:R:3 method="wB97M-V/def2-TZVPD" homo_ev=-10.1214 smiles=CO.CO.CO.CO.CO.CO.CO.CO charge=0 multiplicity=1 gap_ev=10.55
C -5.0989 -3.9686 4.8717 0.35 0.75 -0.45
O -3.8619 -4.2500 5.4833 0.34 -0.76 0.38
H -5.0337 -4.0198 3.7849 0.04 -0.21 -0.23
H -5.8476 -4.6920 5.1947 0.12 0.22 0.24
H -5.3578 -2.9334 5.0940 -0.64 -0.08 0.20
H -3.2399 -3.5265 5.3766 -0.20 0.09 -0.14
C 6.8086 2.0321 -3.5151 -0.13 0.81 1.00
O 6.0858 0.8964 -3.0828 -0.22 -0.25 -0.51
H 7.6352 1.8314 -4.1967 -0.13 -0.10 -0.07
H 6.1317 2.7848 -3.9192 -0.22 -0.48 -0.52
H 7.1595 2.5500 -2.6225 0.67 0.02 0.07
H 6.7121 0.2015 -2.8673 0.01 -0.01 0.04
C -7.1248 1.1210 0.8487 -0.48 -0.59 -0.44
O -7.1348 2.0105 1.9292 0.36 0.43 0.17
H -7.6473 0.2144 1.1542 0.11 -0.02 -0.04
H -7.6630 1.5512 0.0041 -0.09 -0.08 -0.24
H -6.1163 0.8716 0.5188 0.12 -0.14 0.05
H -6.6174 2.7472 1.5957 -0.01 0.41 0.50
C 9.8923 -4.9797 -1.1436 -0.02 -0.50 0.54
O 8.6855 -4.2522 -1.2241 0.04 0.81 -0.69
H 9.9785 -5.8053 -1.8500 -0.41 -0.23 -0.05
H 10.7615 -4.3632 -1.3727 -0.37 0.50 0.17
H 9.9823 -5.3517 -0.1230 0.42 -0.24 -0.01
H 7.9250 -4.7295 -0.8842 0.34 -0.33 0.04
C 0.4871 -1.2694 -0.7090 0.75 -1.51 -0.66
O 0.6347 0.0101 -1.2427 -0.51 1.10 0.20
H -0.3218 -1.4590 -0.0035 0.04 0.94 0.14
H 0.2919 -1.9592 -1.5301 -0.06 -0.37 -0.11
H 1.4458 -1.5677 -0.2847 -0.14 -0.31 0.48
H 1.5123 0.0384 -1.6309 -0.07 0.17 -0.05
C -0.7540 1.4317 5.5132 0.38 0.34 0.31
O -0.4059 0.2079 6.1361 0.06 -0.19 -0.21
H -1.8304 1.4380 5.3415 0.17 0.10 0.04
H -0.4309 2.2407 6.1683 -0.53 0.36 0.12
H -0.2086 1.6175 4.5879 -0.15 -0.34 -0.37
H 0.5106 0.3102 6.4029 0.05 -0.28 0.10
C -2.1122 6.6591 1.4798 0.29 0.09 -1.07
O -3.5068 6.5012 1.4736 -0.63 -0.55 0.21
H -1.6499 5.8626 0.8967 -0.29 -0.45 0.27
H -1.8898 7.5199 0.8492 0.51 0.54 0.59
H -1.6747 6.6531 2.4781 0.05 0.35 -0.02
H -3.9155 7.2887 1.8402 0.06 0.01 0.02
C -2.3621 -1.1385 -7.5010 -0.10 0.21 -0.05
O -1.8132 -1.0944 -8.8195 -0.07 0.36 0.23
H -1.7790 -0.6031 -6.7516 0.65 -0.03 -0.23
H -3.2925 -0.5710 -7.5165 -0.25 -0.35 -0.19
H -2.5249 -2.1406 -7.1042 -0.13 -0.09 -0.27
H -1.4252 -1.9165 -9.1282 -0.10 -0.11 0.52

Record 3
9
Properties=species:S:1:pos:R:3:forces:R:3 method="wB97M-V/def2-TZVPD" homo_ev=-9.7629 charge=0 multiplicity=1 gap_ev=10.07
C -0.1938 0.4195 0.4688 -2.91 -0.50 -0.03
N 2.6339 -0.5511 0.5204 -2.59 -0.35 -3.48
N 1.9314 -0.6302 -0.3491 3.46 -0.06 3.21
O -1.4063 -1.2048 -1.1683 -0.50 -0.32 -0.35
O -1.6216 0.2492 0.8778 0.11 1.73 0.77
O -0.0667 1.2473 -0.6034 2.60 0.77 3.82
S -1.1771 -1.1464 0.2660 2.01 0.08 -0.85
H 0.4466 0.6100 1.3239 -0.11 0.15 -0.37
H -0.5464 1.0066 -1.3360 -2.07 -1.51 -2.71

ΔE to the lowest compared entry with this formula, charge and spin list, top to bottom, in eV: 0.571, 4.886, 0.658